A structure of composition C23H37MnO3 in a non-equilibrium geometry. Source: the OMol25 dataset; level of theory: wB97M-V/def2-TZVPD.

For the HOMO-LUMO gap (alpha / beta), the calculation gives 3.921 / 5.007 eV. Its charge is -1. Its multiplicity is 6. The energy above the lowest of the compared OMol25 structures with the same formula, charge and spin comes out at 0.0 kcal/mol.

XYZ file:
```
64
Properties=species:S:1:pos:R:3:forces:R:3
O -0.389052 4.338270 -2.424214 -0.4882 1.5450 -1.4205
C -1.395077 4.492472 -3.479066 -0.4155 -0.6280 -0.0189
C -0.888205 5.846018 -3.956587 0.2929 -0.4554 0.5608
H -2.417563 4.528090 -3.077325 0.2720 -0.2721 0.0148
H -1.297162 3.699223 -4.228472 -0.1517 0.0056 0.2434
C 0.102286 5.672619 -2.776723 0.3533 0.8025 -0.2610
H -1.588946 6.675987 -3.849655 0.1395 -0.0863 -0.1284
H -0.424396 5.812517 -4.945610 -0.0927 0.1902 0.1711
C -0.136212 6.670971 -1.661249 0.1006 0.0202 0.1669
H -1.188685 6.669179 -1.354820 0.2158 -0.0716 0.0288
H 0.118256 7.684394 -2.000623 -0.0301 -0.2066 0.0165
H 0.504061 6.430579 -0.804839 -0.2247 0.0299 -0.0227
C 1.549855 5.661537 -3.218594 0.2152 -0.0392 0.1850
H 1.718386 4.923900 -4.010506 -0.0293 0.0437 0.1978
H 2.201627 5.445944 -2.364354 -0.0094 -0.0859 -0.1907
H 1.822950 6.649892 -3.611012 -0.0783 -0.1472 0.0785
Mn 0.836695 -2.129688 1.416711 -1.7353 -1.9563 0.8756
C 2.509588 -3.232126 0.493324 0.1644 -0.1187 -1.5955
C 1.316321 -3.876832 0.040697 0.9366 0.1238 -1.7698
C 0.501422 -2.915134 -0.631967 1.1120 -0.3697 -0.9214
H 1.124153 -4.943119 0.093921 -0.1375 0.3894 0.2992
C 1.190227 -1.652829 -0.609227 1.3986 -0.9820 -1.3492
C 2.449553 -1.857537 0.076229 0.4505 -0.8688 -2.1715
H 3.259508 -1.138644 0.164583 -0.3799 -0.0700 0.2261
H 3.349019 -3.727395 0.982812 -0.3339 0.2706 -0.0161
H -0.432389 -3.122143 -1.152069 0.1491 0.1083 0.3990
H 0.863333 -0.744405 -1.105208 0.1164 -0.2025 0.3831
C 1.037720 -1.629941 3.606413 -0.5494 1.4676 0.5675
C 1.986020 -0.930322 2.799875 -0.5598 1.5088 0.9392
C 1.251126 -0.116104 1.859615 -0.2960 1.3358 2.0640
H 3.064900 -0.954013 2.942171 -0.2978 -0.0609 -0.2452
C -0.160016 -0.334448 2.086137 0.6390 0.8266 1.2566
C -0.279201 -1.269864 3.163249 0.5456 1.5467 1.0694
H -1.217125 -1.580724 3.612002 0.2854 -0.1998 -0.2976
H 1.274978 -2.253054 4.467080 -0.1018 0.0014 -0.4564
H 1.672045 0.628031 1.191550 -0.0182 -0.3874 -0.0450
H -0.976521 0.191662 1.594306 0.2332 -0.2778 0.0019
O -1.943197 1.640592 -0.331803 0.2779 -0.3254 -1.2998
C -0.629874 1.887909 -0.883350 0.5340 0.7014 0.4275
C -0.557158 1.348579 -2.321635 -0.2900 -0.5649 0.5418
H 0.147927 1.451206 -0.227204 -0.5436 -0.0241 -0.2559
H -0.474900 2.979942 -0.905485 -0.0930 -0.6577 0.2105
C -2.032927 1.171159 -2.716420 0.0795 0.5494 0.1063
H -0.056798 0.373911 -2.336869 -0.0676 0.2648 -0.1010
H -0.020208 2.040476 -2.969537 -0.0051 -0.1042 0.0367
C -2.773187 1.096720 -1.380338 -0.1391 -0.4801 0.7648
H -2.190226 0.278736 -3.320096 -0.0629 0.0081 0.0094
H -2.377930 2.036243 -3.286599 -0.0363 -0.1008 -0.0119
H -2.991270 0.042032 -1.137659 0.0194 0.2838 0.0294
H -3.721409 1.650937 -1.359011 0.1591 -0.1100 -0.1695
C -0.819977 -5.884375 2.079288 -0.1326 -0.5718 -0.0332
C -0.187306 -4.753606 2.876179 -0.3265 1.3205 -0.9365
C -1.071912 -4.509080 4.088059 -0.2227 -0.1333 0.5798
C 1.191426 -5.161805 3.376063 0.3005 -0.2713 0.1363
O -0.159268 -3.614708 2.063226 -1.1696 -2.5462 1.3023
H -0.909434 -6.784608 2.700339 -0.0510 -0.1084 -0.1070
H -0.226575 -6.129987 1.194724 -0.0493 0.0448 0.0752
H -1.822354 -5.584154 1.753681 0.1598 0.0003 0.0148
H -1.182518 -5.444487 4.652620 -0.0971 0.0950 0.1228
H -0.637598 -3.758235 4.755475 -0.0492 -0.0046 -0.0996
H -2.063688 -4.172154 3.773603 0.0865 0.0168 -0.0164
H 1.866727 -5.392261 2.546236 -0.0647 0.0763 0.0411
H 1.634537 -4.364681 3.983347 -0.0508 -0.1132 -0.1806
H 1.095616 -6.057264 4.004614 0.1435 0.0250 -0.0225
```
Forces are in eV/Å.